Density functional theory data (ωB97M-V with the def2-TZVPD basis set) for a cluster of 2 separate species, C30H50F2N2O10P in total in a non-equilibrium geometry.

Output
Net charge: +1
Orbital gap in eV: 7.67
2S+1: 1
Energy above the lowest of the compared OMol25 structures with the same formula, charge and spin in kcal per mole: 0.00

Each line ends with the Löwdin charge.
Cartesian coordinates (Å):
N (-2.59477, -0.26888, 0.33759)  0.068
F (3.89722, -4.98814, 1.19201)  0.044
H (-1.59686, 6.90669, -0.40639)  0.074
H (2.06403, -0.11414, -1.56638)  0.143
O (5.45409, 0.19283, 0.78172)  -0.151
O (0.86045, 1.07936, -0.31003)  -0.121
H (-5.83716, 1.70060, -3.45531)  0.087
H (4.27902, -2.09753, 0.57795)  0.076
H (0.11741, -0.73136, -0.58654)  0.129
C (1.71355, 0.90655, -1.43961)  -0.137
H (1.79205, -5.32964, -2.78664)  0.101
O (-4.49764, -3.67187, 0.97180)  -0.190
C (-2.65208, -1.77410, 0.26645)  -0.289
H (-2.43336, 5.55576, 3.29714)  0.086
C (0.66760, -0.10961, 2.31921)  -0.088
H (5.89771, -6.48590, -2.53474)  0.109
H (4.91891, 2.80300, -1.12560)  0.116
H (-4.45351, -3.44782, -1.64338)  0.104
H (1.17865, 1.13574, -2.35866)  0.133
C (-1.50934, 4.99613, 3.29802)  0.025
C (-1.78877, -2.58707, -0.67837)  -0.023
H (-0.75583, 5.47780, 3.89306)  0.082
P (-4.40706, -2.46365, 0.20981)  0.443
H (-5.59249, 2.05493, -1.80521)  0.077
C (5.19236, 1.78048, -0.89651)  -0.160
C (5.01731, -5.77607, -0.71872)  -0.012
C (-1.51734, 5.90941, -0.81196)  -0.060
H (-2.89029, -1.79194, 2.46202)  0.147
O (4.04940, 0.95221, -1.12193)  -0.138
C (-1.15662, 2.94465, 0.39634)  -0.153
H (2.79536, 2.52818, -0.52739)  0.135
O (-0.88653, -1.85637, 1.88222)  -0.047
O (0.11181, 5.20665, 1.65692)  0.158
C (3.86590, -5.29852, -0.12912)  -0.281
H (-2.92678, 1.44283, -0.94224)  0.131
O (-4.92753, -2.71251, -1.23872)  -0.061
H (-0.80153, 0.49513, -1.41622)  0.140
H (-1.38141, 2.85421, -0.65802)  0.123
H (6.01956, 1.44968, -1.50670)  0.126
H (-5.00912, -0.96952, 1.59878)  0.084
C (4.46127, -0.27668, 1.65045)  -0.284
C (-2.22355, -2.21501, 1.70354)  -0.153
H (-2.16448, -3.60959, -0.62317)  0.149
H (3.08917, 2.28111, -2.27790)  0.129
H (5.58332, -2.06561, 1.79177)  0.085
C (5.00236, -6.10345, -2.06547)  -0.074
C (2.69958, -5.13608, -0.85353)  -0.028
H (-0.92807, 1.85867, 2.19066)  0.119
H (-1.76875, 5.91506, -1.86146)  0.070
H (-0.75824, -2.69513, -0.39055)  0.135
H (1.20640, 0.74765, 1.94773)  0.113
H (1.50350, -0.41976, 4.18389)  0.083
H (-0.08740, 3.10459, 0.45443)  0.118
C (-0.73708, -0.43909, 1.93654)  -0.265
H (-2.96082, 4.34043, -0.69411)  0.096
C (-1.72926, -2.26551, -2.15319)  -0.515
C (-0.95764, 4.81267, 1.90169)  -0.509
C (2.92541, 1.79593, -1.32014)  -0.178
H (-3.22934, 5.59046, 0.46287)  0.113
C (-4.90398, 0.13228, -2.40300)  -0.217
H (1.80966, -4.76721, -0.36767)  0.102
C (-3.39185, 0.51213, -0.64898)  -0.158
H (-5.72759, -0.29288, -1.83929)  0.117
H (-2.26605, -3.28428, 1.79308)  0.140
H (3.83572, -6.19491, -3.86042)  0.104
C (4.56229, -1.79051, 1.57490)  -0.053
O (-3.65806, -0.20302, -1.79090)  -0.125
O (-5.40866, -1.38888, 0.83212)  -0.057
C (-1.48237, 1.73098, 1.27415)  -0.067
H (3.46981, 0.07939, 1.37082)  0.093
H (-4.33483, 0.81364, -0.20079)  0.147
C (2.69602, -5.45705, -2.20391)  -0.089
H (5.91517, -5.88824, -0.12607)  0.121
H (-4.90343, -0.36241, -3.35913)  0.127
H (-0.47571, 5.63912, -0.71173)  0.067
H (1.66476, -1.86041, 3.02458)  0.067
H (-2.52200, 1.85129, 1.58398)  0.133
C (1.30823, -0.87571, 3.22499)  0.068
C (-5.10335, 1.62340, -2.67021)  -0.045
C (3.84402, -5.94198, -2.80906)  -0.093
H (3.91027, -2.22033, 2.31981)  0.055
H (-3.07092, -0.08985, 1.21751)  0.147
H (6.54641, 1.93963, 0.75218)  0.125
H (4.79163, 2.12922, 1.16126)  0.121
H (-4.19379, 2.14673, -2.91460)  0.084
N (-1.80191, 4.11915, 0.98348)  -0.101
O (-0.79816, -1.85659, -2.65360)  0.233
H (-1.36247, -0.08070, 2.76140)  0.160
C (-2.45228, 4.99398, 0.00427)  -0.201
H (-1.65509, 4.00400, 3.70993)  0.077
C (5.53551, 1.58638, 0.58862)  -0.167
F (-2.77361, -2.52355, -2.92696)  0.136
H (4.69284, 0.05033, 2.66370)  0.122
C (-1.23581, 0.32325, 0.67260)  -0.250
C (-0.26307, 0.28485, -0.48778)  -0.162

=====

Density functional theory data (ωB97M-V with the def2-TZVPD basis set) for a structure of composition CHF3NO4S2 in a non-equilibrium geometry.

Output
Net charge: -1
Orbital gap in eV: 9.39
2S+1: 1
Energy above the lowest of the compared OMol25 structures with the same formula, charge and spin in kcal per mole: 27.04

Each line ends with the Löwdin charge.
Cartesian coordinates (Å):
O (3.12143, 1.03198, -0.59433)  -0.526
F (-1.90625, -1.16097, 1.07877)  0.126
O (2.51821, -1.27709, 0.13404)  -0.601
S (-0.52077, 0.87647, 0.13484)  0.559
H (1.32880, -0.88946, 1.00945)  0.201
O (-1.05903, 1.63080, 1.26974)  -0.332
O (-0.49978, 1.50844, -1.18825)  -0.341
S (2.16943, -0.08892, -0.83422)  0.763
N (0.88167, 0.24250, 0.48646)  -0.390
F (-2.92906, -0.00456, -0.43162)  0.129
F (-1.34777, -1.35990, -0.99808)  0.128
C (-1.75688, -0.50927, -0.06680)  -0.715

=====

Density functional theory data (ωB97M-V with the def2-TZVPD basis set) for the molecule C4H8FNS in a non-equilibrium geometry.

Output
Orbital gap in eV: 8.69
2S+1: 1
Energy above the lowest of the compared OMol25 structures with the same formula, charge and spin in kcal per mole: 59.35

Each line ends with the Löwdin charge.
Cartesian coordinates (Å):
C (1.53674, 1.37852, -1.02946)  -0.228
C (0.15898, -0.65331, -1.41486)  -0.278
H (-2.15254, 0.37836, 1.30309)  -0.079
F (-0.22218, -0.97575, 2.43633)  -0.277
H (-1.08592, 1.02657, -0.87182)  0.069
H (0.17431, -1.74118, -1.27472)  0.109
H (1.49905, -0.26302, 0.25819)  0.080
C (-1.11652, -0.06567, -0.81302)  -0.531
H (0.14514, -0.47112, -2.49488)  0.117
H (2.32332, -0.54170, -1.27983)  0.120
C (1.44965, -0.07115, -0.81979)  -0.203
N (1.56912, 2.52165, -1.20670)  0.148
S (-1.28304, -0.57495, 0.93098)  0.860
H (-1.98306, -0.41515, -1.37984)  0.063
H (0.45100, -1.17365, 1.82686)  0.032

=====

Density functional theory data (ωB97M-V with the def2-TZVPD basis set) for the molecule C13H20N6O6 in a non-equilibrium geometry.

Output
Orbital gap in eV: 8.52
SMILES string: CCNC(=O)OC[C@H]1O[C@@H](n2cnc3c2N=CN(O)[C@@H]3N)[C@H](O)[C@@H]1O
2S+1: 1
Energy above the lowest of the compared OMol25 structures with the same formula, charge and spin in kcal per mole: 16.15

Each line ends with the Löwdin charge.
Cartesian coordinates (Å):
O (2.98645, -2.56101, -2.70868)  -0.008
H (-3.48088, 0.01035, -0.55420)  0.105
C (1.36347, -1.62670, -1.02710)  -0.180
O (-1.06455, -0.85340, -3.87821)  0.010
N (0.13555, -1.35470, 2.35466)  0.096
H (1.16005, -1.87409, -3.07580)  0.142
H (-3.09987, 2.20311, -1.48988)  0.073
O (2.68269, 0.34812, -1.26176)  -0.021
H (2.32084, 1.46256, -3.71665)  0.134
H (-3.09376, -0.78285, 4.58457)  0.107
N (1.24360, 0.27955, 0.70455)  0.080
H (1.61680, 0.08175, -4.37859)  0.129
C (-0.90278, 0.17563, -3.14686)  -0.450
H (1.94618, -2.87758, 0.46886)  0.087
C (0.12145, 1.07608, 2.50989)  -0.189
N (-1.81393, 1.90087, 3.68041)  0.073
C (2.06160, -0.50435, -0.22433)  -0.136
C (-2.56071, 0.67300, -0.19321)  -0.097
H (-1.81070, -0.08727, 0.06232)  0.052
H (3.57975, -0.32033, -2.94144)  0.184
H (-0.99928, -2.53863, 3.41556)  0.139
O (-2.25102, -0.50423, 4.92697)  0.028
O (1.77257, -2.89974, -0.47007)  -0.035
N (0.61742, 2.18044, 1.78527)  0.116
H (-1.40029, 2.24532, -1.27044)  0.121
C (1.65742, 0.63608, -3.46041)  -0.049
N (-1.36609, -0.36102, 3.87211)  -0.100
H (0.25836, -1.70400, -0.98815)  0.167
H (-2.80144, -0.03314, -2.75442)  0.120
C (0.51955, -0.06551, 1.90297)  -0.201
C (1.17393, 1.66847, 0.69369)  -0.132
H (2.87183, -3.26327, -2.07789)  0.064
H (-2.43289, 1.74221, 4.43863)  0.059
C (2.53849, -0.17905, -2.53738)  -0.286
C (-0.75558, -1.46557, 3.27801)  -0.131
N (-2.11579, 0.69279, -2.63986)  0.074
H (-1.49225, 2.87480, 3.46155)  0.118
H (2.91325, -0.80885, 0.34603)  0.163
H (-2.97024, 1.14293, 0.72691)  0.068
O (0.29973, 0.82149, -2.88520)  0.013
H (-0.07703, 1.13330, 4.54617)  0.149
C (-2.28420, 1.56918, -1.41182)  -0.206
C (1.95701, -1.55765, -2.42153)  -0.236
H (1.73467, 2.32651, 0.06156)  0.124
C (-0.75938, 0.97842, 3.69317)  -0.340

=====

Density functional theory data (ωB97M-V with the def2-TZVPD basis set) for the ion C6H9INO with charge +1 in a non-equilibrium geometry.

Output
Net charge: +1
Orbital gap (spin up / spin down) in eV: 6.45 / 4.89
2S+1: 3
Energy above the lowest of the compared OMol25 structures with the same formula, charge and spin in kcal per mole: 0.00

Each line ends with the Löwdin spin population.
Cartesian coordinates (Å):
H (1.32999, 1.34558, 1.97251)  0.025
H (2.74210, 0.59665, -1.73775)  0.002
C (1.81123, 0.12831, -1.85796)  0.048
H (1.60964, 0.69399, -2.84529)  0.025
C (-0.48483, 0.05534, -0.43144)  0.094
H (2.17253, -0.89103, -1.99376)  0.008
H (-1.03106, -1.93167, -0.38883)  0.001
H (-1.70585, -2.00143, 1.91896)  0.000
C (-0.71074, -1.28764, 0.31968)  0.002
O (0.50321, 3.07312, 1.38410)  0.059
H (-1.70784, -0.40712, 1.94524)  0.000
H (0.36333, -1.43202, 0.72798)  0.000
C (0.44925, 1.11179, 0.10296)  0.502
N (0.87319, 0.36278, -0.88499)  0.306
C (0.78178, 1.95571, 1.20777)  0.103
C (-1.92613, -1.17929, 1.32324)  0.003
H (-2.97271, -1.08726, 0.86040)  0.000
I (-2.09709, 0.89419, -1.62281)  0.822